18
Properties=species:S:1:pos:R:3:forces:R:3:mulliken_charge:R:1 method="wB97M-V/def2-TZVPD" total_charge=0 gap_ev="6.49 / 6.49" multiplicity=2 energy_ha=-643.09528 homo_energy_ha="-0.27311 / -0.27312" max_force_ha_per_bohr=0.0473
C 0.15697 2.07217 1.72130 -0.157 0.181 -0.171 -0.82
C 0.35053 0.70490 2.38082 0.446 -0.172 -0.417 -0.31
O -0.82479 0.01459 2.54714 -1.295 -1.003 -0.099 -0.68
H 1.09094 2.65747 1.72053 -0.212 -0.140 0.000 0.31
H -0.17861 1.95297 0.67851 0.063 0.021 0.225 0.14
H -0.62153 2.64602 2.24812 0.263 -0.181 -0.086 0.27
H 0.86347 0.87551 3.35664 -0.286 -0.134 -0.168 0.24
H 1.09426 0.14157 1.76763 -0.093 0.141 0.131 0.16
Ag -2.26351 -1.50625 1.58021 1.309 1.364 0.214 0.65
O -0.72004 -0.27419 -2.48477 0.169 0.417 -0.861 -0.32
C -1.32479 -1.09292 -1.65110 -0.430 1.242 2.044 0.74
C 0.68532 -0.57548 -2.56002 0.201 -0.083 -0.137 -0.13
O -2.39376 -0.89158 -1.13234 0.066 -0.745 -0.746 -0.54
O -0.46957 -2.02952 -1.20182 0.489 -0.844 0.153 -0.30
C 0.81400 -1.68491 -1.57083 -0.068 -0.226 -0.170 -0.27
H 1.25094 0.32934 -2.29591 -0.175 -0.210 -0.071 0.23
H 0.92959 -0.86838 -3.59263 -0.045 0.094 0.195 0.25
H 1.56060 -2.47131 -1.51148 -0.247 0.277 -0.036 0.37